1.
A structure of composition C53H43BrN2O3P2Pt. Source: the OMol25 dataset; level of theory: ωB97M-V with the def2-TZVPD basis set.

Geometry as ORCA input:
```
! RIJCOSX wB97M-V def2-TZVPD def2/J DEFGRID3
* xyz 2 3
C -6.6464 -0.6132 -4.6525
C 2.3972 1.3668 -5.1885
C -3.2014 -3.7351 2.3680
H -0.0933 -0.3215 -2.7769
C -1.8266 2.5677 5.0572
H -3.4173 -2.6575 -3.7324
H 1.0514 0.7736 -6.7477
H -7.5300 -0.0493 -4.9208
H -2.0855 3.3388 5.7705
H 4.3540 -0.3746 -2.7424
H -2.1243 5.0249 0.3529
C 4.1723 -3.0382 1.9732
C -6.4468 -1.8990 -5.1118
H -6.1756 1.9024 -3.2690
C 2.6596 1.3625 -3.8286
C -4.5008 -0.8047 -3.4954
H -3.7203 -4.2771 3.1471
H 5.4889 -1.5622 2.8810
C -1.8719 -2.3468 0.3690
C 0.7056 -1.8039 4.2781
C 3.3947 2.0323 0.7269
H 0.8059 3.2188 1.3835
H -1.3457 -1.8021 -0.4073
H 4.0815 -5.0542 2.7786
C 3.2370 -0.7323 -0.9410
C -0.1251 3.6553 1.0307
N -3.7111 -0.0139 -2.6848
C -3.8029 4.4331 -0.8271
C 4.1023 -4.5661 1.8043
N -5.5158 1.1456 -3.2148
C -2.6976 -3.4086 0.0399
H -5.1844 -3.6323 -5.1700
C 1.2459 0.7690 -5.6835
H 3.2798 5.3923 -1.1708
C 1.9577 -1.8195 2.2301
C -3.7714 2.2196 -1.7516
H 0.0957 4.5851 0.5048
C -1.7001 -1.9791 1.7050
P 2.0285 0.6033 -1.1821
C -4.3106 -2.0987 -3.9754
H 2.3019 3.3785 -2.1983
C -0.6869 2.7040 4.2738
H -5.3712 3.6432 -2.0286
H 0.5369 1.7962 2.7579
C -5.6555 -0.0804 -3.8368
C -1.9203 3.0200 -0.4071
H 4.9693 -4.9362 1.2567
C -0.3587 1.7128 3.3676
H -2.9749 -0.3967 3.8966
C -2.3196 0.4563 4.0093
H -3.5266 1.3521 5.5315
H -0.0589 3.5797 4.3732
P -0.5402 -0.6321 2.0555
H -0.7846 3.8545 1.8777
H 3.2017 -4.8502 1.2584
C 0.8186 -1.4514 2.9404
O 2.0067 -1.3618 0.9400
C 3.3050 4.4505 -0.6386
H -0.1580 -1.4944 4.8535
H 6.3437 -2.9114 2.1257
C 3.8723 4.3844 0.6263
C 2.7674 3.3139 -1.2231
H 3.0936 1.8390 -5.8683
C 3.1608 -1.5024 0.2188
C 2.8291 2.0946 -0.5510
H -4.0352 -4.9098 0.7818
C 2.8181 -2.9392 4.1277
H 3.5606 1.8308 -3.4520
H 4.2885 5.2739 1.0803
C -2.5617 4.2309 -0.2343
C 1.7142 -2.5467 4.8681
H -2.5179 0.1619 -1.7821
C -1.1671 0.5773 3.2412
C 3.9120 3.1746 1.3118
C -4.4071 3.4493 -1.5789
H 4.3551 3.1234 2.2975
C 4.1767 -2.3623 0.6074
O -1.8671 0.8267 -1.2690
C 0.6001 0.1516 -3.4606
C -4.3409 1.1369 -2.5397
C 5.2212 -2.5436 -0.2945
C -3.3741 -4.0928 1.0381
H 3.5840 -3.5319 4.6103
C 2.9709 -2.5806 2.7912
Pt 0.0668 0.3929 0.0647
C -2.3569 -2.6912 2.7071
C 4.2916 -0.9371 -1.8210
H 5.5371 -3.1450 3.6715
Br -4.6684 6.0971 -0.5814
H -0.5546 -0.2989 -5.2091
C 0.3437 0.1622 -4.8209
H 6.0182 -3.2343 -0.0519
H 1.6414 -2.8251 5.9106
C 5.2662 -1.8674 -1.5038
C 1.7593 0.7477 -2.9582
H 3.4396 1.0840 1.2526
O -0.7103 2.6986 0.1466
C 5.4658 -2.6393 2.7094
H -7.1918 -2.3537 -5.7500
H 6.0840 -2.0500 -2.1872
C -2.5196 2.0030 -1.1618
H -2.1986 -2.4526 3.7507
C -2.6380 1.4509 4.9229
C -5.2966 -2.6299 -4.7791
H -2.8137 -3.7060 -0.9929
*
```

Output
Highest occupied orbital energy (alpha / beta) in Eh: -0.462 / -0.461

=====

2.
A structure of composition C12H24N2O2. Source: the OMol25 dataset; level of theory: ωB97M-V with the def2-TZVPD basis set.

Geometry as ORCA input:
```
! RIJCOSX wB97M-V def2-TZVPD def2/J DEFGRID3
* xyz 0 1
H -1.5006 1.4271 -0.3255
H -1.5721 -0.4087 2.7119
H -0.2938 2.7481 -3.7713
H 1.2497 1.0995 -1.0251
C -1.1247 -1.9021 1.3661
C 2.0442 -0.0704 -3.4373
H 1.6824 -1.0494 4.5743
H -0.2144 0.0699 4.6906
O -0.2463 2.2872 0.6316
H 0.1498 0.2207 -4.6596
H 1.8631 -1.0564 -3.3193
C -0.6256 1.9758 -0.5311
C 0.6143 0.8926 -3.4699
H 2.5607 0.1671 -4.2162
H -2.3979 -2.4619 1.3147
C -0.9885 -1.4354 2.6065
C 0.5845 -1.0598 4.2663
H -0.7295 2.6455 -1.3442
N -0.0060 -0.4848 -0.0770
H 2.1676 -0.2826 0.2155
C 0.8826 2.2425 -3.7106
C -0.2973 0.2881 -2.3759
H 1.4081 -1.8399 0.7801
C -1.2752 -0.8551 0.1785
H 0.5955 2.9198 0.5228
H 2.1755 -0.0218 2.6835
H 0.0028 -1.8308 4.9634
H 1.2194 2.6605 -2.8608
H 1.5790 2.4613 -4.6312
O -2.0541 -0.6881 -0.5528
H -0.4932 -0.9561 -2.5572
H 0.4516 0.6824 2.1979
H -1.5979 -1.8757 3.4083
N 0.2921 -1.1526 2.9904
C 1.0416 -0.8334 0.7333
C 0.1532 0.8959 -0.9267
C 1.0222 -0.2937 2.2728
H 2.4508 0.2555 -2.4896
H -1.4454 0.6774 -2.7361
H -0.4423 -2.7761 1.1133
*
```

Output
Highest occupied orbital energy in Eh: -0.293
Energy relative to the best compared isomer or geometry (same formula, charge and spin) in kcal/mol: 348.27

=====

3.
A structure of composition C43H48IN5P2RuS2Si. Source: the OMol25 dataset; level of theory: ωB97M-V with the def2-TZVPD basis set.

Geometry as ORCA input:
```
! RIJCOSX wB97M-V def2-TZVPD def2/J DEFGRID3
* xyz 1 2
C -5.5088 -2.7391 -0.4609
C -4.2872 -2.1894 -0.8207
C 3.5946 -1.7343 -3.0750
H 1.2119 -5.5749 2.0781
C -1.2685 0.4813 -2.8358
H -3.8893 -2.3968 -1.8053
N -1.3265 0.1055 2.9336
C 3.5010 -3.0906 1.9278
H -2.9069 1.5572 -5.5945
C 2.3861 1.2971 0.4556
H 4.3693 0.3861 3.6264
H -7.0169 -2.8884 1.0571
H -0.2528 -1.9267 -3.0878
H -2.2114 3.7858 4.8760
H 3.5172 -5.0496 2.8069
H -2.2003 -2.7196 2.1321
Ru -0.2491 0.8367 0.7390
N -0.3391 2.6282 2.3522
H 4.2640 3.4513 -1.7537
H -6.0352 -3.3759 -1.1601
C -1.2522 2.4945 3.3862
C -3.6345 0.2625 -2.5493
C -1.8114 -1.0248 3.3813
H 0.9921 -2.3865 -5.1358
H -1.0188 3.2743 0.0828
C -1.5388 3.6371 4.0470
C -2.7502 1.1443 -4.6060
C 1.7475 -0.1287 3.8468
P 0.6067 -1.2782 -0.3249
N 1.7735 0.7752 1.5544
C 3.8325 0.6257 2.7188
C 1.4976 -1.5655 -1.8859
H -4.8431 0.9400 -4.1822
H 1.8079 0.5455 4.7034
C 2.9488 -4.3240 2.2395
H 3.2224 -1.2121 0.9738
C -5.3905 -1.6269 1.6653
C 3.2713 3.8632 -1.5586
N 1.5186 1.6683 -0.4753
S -0.6520 4.9258 3.3798
C -3.8346 0.7949 -3.8167
H -1.4798 2.1267 -1.2225
H 3.4287 1.1588 -3.1661
Si 1.9059 2.6259 -1.8924
H -0.2647 0.4506 -2.4326
H -0.3917 -3.7563 -1.3944
H -1.4060 -3.1009 3.6613
C -6.0604 -2.4623 0.7826
I -3.4282 2.2895 0.5441
C 1.6577 -4.6208 1.8273
H -3.1069 1.4875 5.4078
H 0.7067 -0.2948 3.6095
C 2.9167 -2.0623 -4.2399
C -4.1680 -1.0786 1.3041
C -1.4594 -2.3700 2.8546
H 3.1381 4.7136 -2.2334
H -1.8206 -3.0459 -2.1340
H -1.9341 -3.7518 -0.5166
S -2.8574 -0.8478 4.7212
C -2.3455 0.0588 -2.0564
H 0.7357 4.2502 -3.2777
C 2.4693 0.4510 2.6706
P -2.0051 -0.5926 -0.3703
H 1.2480 3.5929 0.5274
H -0.4103 3.0247 -2.7453
C -1.2917 -3.1808 -1.1882
N -0.9356 -1.8902 -0.5884
H 2.5313 2.2452 -4.2270
C -3.5941 -1.3618 0.0653
H -0.6077 1.3059 -4.6976
C 4.5017 1.0694 1.5720
C 1.0696 4.3674 1.2643
H 0.0943 4.3042 -1.6361
H -0.4942 -2.3123 2.3670
C 0.4362 3.6311 -2.4259
C 2.4465 1.6018 -3.3442
C 2.8920 -1.4818 -1.9082
C -1.7771 1.1655 3.6914
C 1.5313 -2.1325 -4.2323
C -1.4630 0.9981 -4.1073
H 1.7535 0.7895 -3.5817
H 2.2035 -1.0776 4.1348
C 0.9309 -3.6992 1.0880
H -5.8230 -1.3903 2.6292
C 1.4857 -2.4649 0.7460
H 2.0102 4.5999 1.7680
H 0.7224 5.2759 0.7699
C 0.0665 3.8716 2.2469
H -3.6702 -0.3984 1.9771
C 2.7737 -2.1666 1.1912
C 3.8050 1.3800 0.4343
H -4.4947 0.0241 -1.9384
C -1.3815 2.2869 -0.1607
H 5.5819 1.1610 1.5802
H 3.4649 -2.2550 -5.1531
H -0.0802 -3.9457 0.8031
H 3.2687 4.2465 -0.5351
H 4.6749 -1.6646 -3.0733
H 3.4452 -1.2172 -1.0159
H 4.5016 -2.8398 2.2572
H 4.3106 1.7016 -0.4651
C 0.8245 -1.8806 -3.0642
C -2.6271 0.8389 4.6925
*
```

Output
Highest occupied orbital energy (alpha / beta) in Eh: -0.344 / -0.364

=====

no.,F_max (eV Å⁻¹)
1,0.8
2,16.4
3,2.4